a.
{
  "formula": "C24H45Cl2CrN3O2Si4Te",
  "method": "ωB97M-V/def2-TZVPD",
  "elements": ["Cr", "Cl", "C", "Cl", "H", "H", "C", "C", "N", "C", "C", "N", "C", "C", "H", "H", "H", "H", "H", "H", "H", "H", "H", "H", "H", "H", "O", "C", "N", "C", "O", "C", "C", "C", "C", "C", "C", "H", "H", "H", "H", "C", "Si", "C", "C", "Si", "Te", "Si", "C", "C", "C", "Si", "C", "C", "C", "H", "H", "H", "H", "H", "H", "H", "H", "H", "H", "H", "H", "H", "H", "H", "H", "H", "H", "H", "H", "H", "H", "H", "H", "H", "H", "H"],
  "xyz": [[-0.284, 1.661, 0.122], [-1.626, 1.372, 2.096], [-2.287, -0.201, 1.568], [-1.778, -0.152, -0.235], [-3.369, -0.192, 1.651], [-1.821, -1.006, 2.123], [0.993, -1.153, 0.886], [2.072, -2.051, 1.543], [3.259, -1.268, 1.839], [2.928, -0.241, 2.818], [1.743, 0.628, 2.321], [1.407, 0.274, 0.916], [2.654, 0.380, 0.105], [3.709, -0.634, 0.608], [0.051, -1.248, 1.423], [0.823, -1.426, -0.156], [2.349, -2.867, 0.876], [1.705, -2.486, 2.473], [3.816, 0.369, 2.985], [2.677, -0.728, 3.761], [1.975, 1.691, 2.359], [0.853, 0.463, 2.930], [3.033, 1.392, 0.205], [2.396, 0.217, -0.942], [4.659, -0.133, 0.800], [3.887, -1.414, -0.133], [2.466, 2.372, -2.728], [2.223, 2.977, -1.719], [1.254, 2.652, -0.752], [1.337, 3.515, 0.265], [0.528, 3.329, 1.206], [2.381, 4.527, 0.042], [2.793, 5.632, 0.759], [3.804, 6.406, 0.194], [4.370, 6.068, -1.032], [3.946, 4.946, -1.744], [2.938, 4.192, -1.186], [2.354, 5.883, 1.714], [4.155, 7.286, 0.714], [5.151, 6.694, -1.442], [4.383, 4.675, -2.695], [-2.629, 0.474, -6.067], [-2.150, 2.233, -5.638], [-3.264, 3.454, -6.523], [-0.356, 2.571, -6.054], [-2.461, 2.570, -3.319], [-0.650, 0.966, -2.490], [-1.758, 4.695, -2.617], [0.001, 5.028, -3.195], [-1.866, 4.761, -0.733], [-2.899, 6.016, -3.303], [-4.554, 1.962, -2.437], [-4.977, 0.191, -2.873], [-5.824, 3.129, -3.181], [-4.579, 2.176, -0.566], [-2.424, 0.265, -7.118], [-3.691, 0.303, -5.892], [-2.071, -0.250, -5.470], [-3.095, 3.411, -7.600], [-3.073, 4.477, -6.199], [-4.318, 3.238, -6.345], [-0.148, 2.293, -7.089], [0.327, 2.012, -5.413], [-0.123, 3.630, -5.939], [0.534, 4.110, -3.444], [0.573, 5.557, -2.429], [-0.007, 5.652, -4.090], [-1.497, 3.849, -0.248], [-2.898, 4.896, -0.411], [-1.282, 5.592, -0.332], [-2.828, 6.084, -4.389], [-2.626, 6.992, -2.894], [-3.943, 5.831, -3.050], [-5.012, 0.045, -3.953], [-5.961, -0.065, -2.472], [-4.253, -0.517, -2.469], [-5.698, 3.232, -4.259], [-5.758, 4.125, -2.743], [-6.834, 2.755, -3.002], [-3.773, 1.623, -0.084], [-5.525, 1.815, -0.157], [-4.478, 3.223, -0.285]],
  "lumo_energy_ha": [-0.1572, -0.1102],
  "homo_energy_ha": [-0.370, -0.374],
  "total_charge": 1,
  "orbital_gap_ev": [5.78, 7.18],
  "multiplicity": 2,
  "s_squared": 1.1144
}

***

b.
{
  "formula": "C24H45Cl2CrN3O2Si4Te",
  "method": "ωB97M-V/def2-TZVPD",
  "elements": ["Cr", "Cl", "C", "Cl", "H", "H", "C", "C", "N", "C", "C", "N", "C", "C", "H", "H", "H", "H", "H", "H", "H", "H", "H", "H", "H", "H", "O", "C", "N", "C", "O", "C", "C", "C", "C", "C", "C", "H", "H", "H", "H", "C", "Si", "C", "C", "Si", "Te", "Si", "C", "C", "C", "Si", "C", "C", "C", "H", "H", "H", "H", "H", "H", "H", "H", "H", "H", "H", "H", "H", "H", "H", "H", "H", "H", "H", "H", "H", "H", "H", "H", "H", "H", "H"],
  "xyz": [[1.532, -1.408, 0.564], [1.551, -1.887, 3.063], [3.153, -2.603, 2.766], [3.828, -1.800, 1.309], [3.041, -3.658, 2.528], [3.800, -2.389, 3.610], [3.225, -0.635, -1.815], [3.379, -0.448, -3.339], [2.499, -1.360, -4.054], [1.114, -0.970, -3.809], [0.865, -0.793, -2.300], [1.980, -1.407, -1.527], [2.193, -2.787, -2.066], [2.702, -2.701, -3.521], [3.161, 0.318, -1.297], [4.063, -1.196, -1.398], [4.411, -0.632, -3.641], [3.128, 0.573, -3.630], [0.467, -1.742, -4.230], [0.899, -0.040, -4.339], [-0.063, -1.256, -1.972], [0.828, 0.256, -2.008], [1.237, -3.307, -2.007], [2.896, -3.309, -1.416], [2.171, -3.420, -4.146], [3.764, -2.940, -3.578], [2.241, -5.319, 1.236], [1.229, -4.777, 0.869], [1.106, -3.415, 0.568], [-0.191, -3.127, 0.351], [-0.480, -1.922, 0.198], [-1.025, -4.340, 0.385], [-2.372, -4.561, 0.194], [-2.812, -5.877, 0.315], [-1.930, -6.909, 0.622], [-0.571, -6.673, 0.822], [-0.140, -5.371, 0.694], [-3.056, -3.757, -0.037], [-3.858, -6.105, 0.169], [-2.312, -7.917, 0.708], [0.116, -7.470, 1.070], [-2.186, 0.870, -1.912], [-1.390, 2.511, -1.451], [-2.660, 3.877, -1.671], [0.100, 2.889, -2.540], [-0.694, 2.483, 0.800], [1.414, 1.064, 1.023], [0.201, 4.538, 1.556], [1.671, 4.999, 0.484], [0.736, 4.332, 3.343], [-1.126, 5.859, 1.441], [-2.169, 1.486, 2.359], [-2.920, -0.075, 1.646], [-3.505, 2.753, 2.729], [-1.213, 1.060, 3.918], [-2.195, 0.756, -2.999], [-3.222, 0.848, -1.574], [-1.683, 0.007, -1.476], [-2.950, 3.948, -2.721], [-2.279, 4.851, -1.370], [-3.563, 3.677, -1.094], [-0.129, 2.680, -3.587], [0.989, 2.321, -2.265], [0.365, 3.944, -2.468], [2.426, 4.214, 0.460], [2.145, 5.900, 0.880], [1.367, 5.209, -0.541], [1.336, 3.435, 3.494], [-0.128, 4.279, 4.006], [1.336, 5.189, 3.653], [-1.389, 6.088, 0.410], [-0.756, 6.780, 1.895], [-2.037, 5.576, 1.966], [-3.552, 0.133, 0.784], [-3.539, -0.560, 2.405], [-2.149, -0.775, 1.337], [-4.023, 3.074, 1.826], [-3.091, 3.640, 3.209], [-4.250, 2.330, 3.405], [-0.452, 0.307, 3.710], [-1.891, 0.652, 4.671], [-0.713, 1.925, 4.349]],
  "lumo_energy_ha": [-0.1437, -0.1630],
  "homo_energy_ha": [-0.390, -0.388],
  "total_charge": 1,
  "orbital_gap_ev": [6.71, 6.13],
  "multiplicity": 2,
  "s_squared": 0.8591
}

***

Taking the most stable structure as the zero point, the relative energies in kcal/mol are a 29.7; b 0.0.

***

a.
{
  "formula": "C37H28N4OP2S3Se2Ta",
  "method": "ωB97M-V/def2-TZVPD",
  "elements": ["Ta", "S", "P", "C", "P", "S", "C", "C", "C", "C", "C", "C", "C", "C", "C", "C", "C", "C", "C", "C", "C", "C", "C", "C", "C", "C", "C", "C", "C", "C", "H", "H", "H", "H", "H", "H", "H", "H", "H", "H", "H", "H", "H", "H", "H", "H", "H", "H", "H", "H", "O", "N", "C", "C", "C", "C", "C", "S", "H", "H", "H", "H", "Se", "C", "N", "Se", "N", "C", "C", "C", "C", "C", "C", "N", "H", "H", "H", "H"],
  "xyz": [[-0.037, -0.448, 0.617], [2.280, -1.242, 0.138], [2.301, 0.517, -0.948], [0.988, 1.358, -0.272], [1.164, 2.235, 1.183], [0.172, 1.107, 2.590], [0.481, 3.896, 1.086], [0.390, 4.528, -0.149], [-0.071, 5.834, -0.227], [-0.446, 6.502, 0.927], [-0.356, 5.872, 2.164], [0.110, 4.572, 2.246], [2.833, 2.464, 1.844], [3.562, 3.595, 1.480], [4.852, 3.772, 1.949], [5.419, 2.827, 2.793], [4.699, 1.700, 3.158], [3.411, 1.515, 2.685], [2.052, 0.141, -2.690], [2.741, -0.915, -3.279], [2.606, -1.151, -4.636], [1.794, -0.331, -5.409], [1.111, 0.724, -4.825], [1.238, 0.959, -3.464], [3.935, 1.273, -0.923], [4.996, 0.741, -0.207], [6.246, 1.338, -0.285], [6.432, 2.462, -1.073], [5.368, 2.997, -1.790], [4.123, 2.401, -1.721], [0.684, 3.990, -1.043], [-0.140, 6.326, -1.188], [-0.812, 7.519, 0.868], [-0.650, 6.397, 3.062], [0.180, 4.084, 3.211], [3.121, 4.347, 0.836], [5.410, 4.652, 1.661], [6.423, 2.972, 3.168], [5.137, 0.965, 3.820], [2.849, 0.636, 2.976], [3.375, -1.560, -2.682], [3.133, -1.977, -5.093], [1.690, -0.523, -6.468], [0.472, 1.360, -5.422], [0.709, 1.780, -2.996], [4.851, -0.133, 0.415], [7.074, 0.922, 0.273], [7.409, 2.922, -1.134], [5.514, 3.870, -2.412], [3.302, 2.807, -2.303], [-1.825, -1.431, 0.983], [-2.097, -2.318, 1.938], [-3.384, -2.712, 2.073], [-3.704, -3.643, 3.018], [-2.688, -4.170, 3.827], [-1.392, -3.751, 3.665], [-1.085, -2.794, 2.687], [0.482, -2.182, 2.353], [-4.070, -2.237, 1.388], [-4.732, -3.957, 3.121], [-2.926, -4.909, 4.579], [-0.588, -4.138, 4.272], [-1.566, -2.052, -3.768], [-0.951, -1.449, -2.270], [-0.531, -1.038, -1.241], [-1.785, 1.998, -1.335], [-1.787, 1.071, 0.215], [-2.983, 1.205, 0.771], [-3.382, 0.717, 2.056], [-4.643, 0.967, 2.483], [-5.594, 1.693, 1.689], [-5.250, 2.198, 0.484], [-3.919, 1.981, 0.000], [-3.466, 2.467, -1.136], [-2.665, 0.210, 2.684], [-4.948, 0.629, 3.465], [-6.589, 1.849, 2.083], [-5.935, 2.770, -0.125]],
  "lumo_energy_ha": -0.1362,
  "homo_energy_ha": -0.389,
  "total_charge": 1,
  "orbital_gap_ev": 6.87,
  "multiplicity": 1
}

***

b.
{
  "formula": "C37H28N4OP2S3Se2Ta",
  "method": "ωB97M-V/def2-TZVPD",
  "elements": ["Ta", "S", "P", "C", "P", "S", "C", "C", "C", "C", "C", "C", "C", "C", "C", "C", "C", "C", "C", "C", "C", "C", "C", "C", "C", "C", "C", "C", "C", "C", "H", "H", "H", "H", "H", "H", "H", "H", "H", "H", "H", "H", "H", "H", "H", "H", "H", "H", "H", "H", "O", "N", "C", "C", "C", "C", "C", "S", "H", "H", "H", "H", "Se", "C", "N", "Se", "N", "C", "C", "C", "C", "C", "C", "N", "H", "H", "H", "H"],
  "xyz": [[-1.529, 0.371, -0.830], [-1.896, 2.004, 1.065], [0.001, 1.436, 1.534], [0.134, 0.106, 0.495], [1.395, -0.413, -0.508], [0.566, -0.032, -2.316], [3.007, 0.346, -0.274], [3.768, -0.061, 0.823], [5.008, 0.509, 1.053], [5.493, 1.482, 0.187], [4.735, 1.892, -0.900], [3.489, 1.325, -1.133], [1.680, -2.181, -0.336], [0.788, -2.957, 0.399], [0.975, -4.331, 0.481], [2.044, -4.926, -0.172], [2.934, -4.151, -0.907], [2.756, -2.781, -0.988], [0.196, 1.066, 3.280], [0.591, -0.211, 3.661], [0.756, -0.514, 5.006], [0.514, 0.458, 5.966], [0.109, 1.734, 5.587], [-0.048, 2.040, 4.246], [1.147, 2.785, 1.182], [2.293, 2.984, 1.947], [3.185, 3.991, 1.608], [2.936, 4.802, 0.511], [1.796, 4.603, -0.259], [0.906, 3.597, 0.074], [3.399, -0.832, 1.491], [5.600, 0.190, 1.900], [6.466, 1.922, 0.361], [5.112, 2.652, -1.570], [2.893, 1.647, -1.978], [-0.041, -2.474, 0.904], [0.291, -4.937, 1.060], [2.189, -5.996, -0.106], [3.769, -4.617, -1.414], [3.455, -2.180, -1.557], [0.764, -0.966, 2.902], [1.070, -1.506, 5.304], [0.639, 0.224, 7.015], [-0.082, 2.488, 6.337], [-0.360, 3.037, 3.955], [2.497, 2.359, 2.807], [4.073, 4.143, 2.207], [3.629, 5.593, 0.256], [1.596, 5.237, -1.112], [0.012, 3.453, -0.521], [-2.309, -1.187, 0.290], [-3.591, -1.300, 0.698], [-3.839, -2.280, 1.598], [-5.105, -2.477, 2.060], [-6.127, -1.641, 1.586], [-5.843, -0.653, 0.682], [-4.530, -0.463, 0.213], [-4.068, 0.742, -0.902], [-2.966, -2.844, 1.889], [-5.292, -3.260, 2.778], [-7.140, -1.772, 1.940], [-6.608, 0.011, 0.309], [-2.743, 4.267, -3.516], [-2.134, 2.915, -2.637], [-1.713, 1.984, -2.031], [-2.625, -2.829, -1.965], [-2.127, -1.144, -2.455], [-2.281, -1.049, -3.768], [-1.943, 0.071, -4.598], [-2.188, -0.008, -5.924], [-2.763, -1.174, -6.544], [-3.064, -2.267, -5.816], [-2.819, -2.240, -4.401], [-3.046, -3.263, -3.616], [-1.492, 0.948, -4.170], [-1.936, 0.834, -6.556], [-2.934, -1.163, -7.611], [-3.475, -3.166, -6.252]],
  "lumo_energy_ha": -0.1365,
  "homo_energy_ha": -0.391,
  "total_charge": 1,
  "orbital_gap_ev": 6.94,
  "multiplicity": 1
}

***

Taking the most stable structure as the zero point, the relative energies in kcal/mol are a 3.5; b 0.0.

***

a.
{
  "formula": "C2H7O2",
  "method": "ωB97M-V/def2-TZVPD",
  "elements": ["O", "H", "C", "O", "C", "H", "H", "H", "H", "H", "H"],
  "xyz": [[-2.560, 0.482, 1.043], [-2.022, 0.349, 1.845], [0.963, -0.529, -0.086], [-0.356, -0.397, -0.354], [2.080, 0.368, -0.826], [1.093, -0.382, 1.014], [1.323, -1.568, -0.236], [-1.775, 0.158, 0.381], [2.660, -0.302, -1.455], [1.545, 1.050, -1.444], [2.751, 0.938, -0.138]],
  "lumo_energy_ha": 0.1717,
  "homo_energy_ha": -0.104,
  "total_charge": -1,
  "orbital_gap_ev": 7.49,
  "multiplicity": 1
}

***

b.
{
  "formula": "C2H7O2",
  "method": "ωB97M-V/def2-TZVPD",
  "elements": ["O", "H", "C", "O", "C", "H", "H", "H", "H", "H", "H"],
  "xyz": [[2.062, 2.093, -0.459], [2.499, 2.242, 0.387], [-0.175, -0.787, 0.568], [0.675, 0.229, 0.701], [-1.265, -0.595, -0.518], [0.257, -1.808, 0.423], [-0.813, -1.015, 1.468], [1.533, 1.305, -0.208], [-1.798, 0.323, -0.294], [-0.969, -0.571, -1.570], [-2.005, -1.417, -0.498]],
  "lumo_energy_ha": 0.1726,
  "homo_energy_ha": -0.104,
  "total_charge": -1,
  "orbital_gap_ev": 7.53,
  "multiplicity": 1
}

***

c.
{
  "formula": "C2H7O2",
  "method": "ωB97M-V/def2-TZVPD",
  "elements": ["C", "O", "C", "H", "H", "H", "H", "H", "H", "H", "O"],
  "xyz": [[-0.276, 0.159, -0.268], [0.122, -1.045, 0.241], [0.610, 0.571, -1.455], [-1.346, 0.184, -0.573], [-0.198, 0.992, 0.460], [0.319, 1.534, -1.899], [1.621, 0.693, -1.061], [0.590, -0.168, -2.259], [-0.025, -1.051, 1.432], [-1.191, -0.986, 2.712], [-0.227, -0.884, 2.668]],
  "lumo_energy_ha": 0.1659,
  "homo_energy_ha": -0.131,
  "total_charge": -1,
  "orbital_gap_ev": 8.08,
  "multiplicity": 1
}

***

d.
{
  "formula": "C2H7O2",
  "method": "ωB97M-V/def2-TZVPD",
  "elements": ["O", "H", "C", "O", "C", "H", "H", "H", "H", "H", "H"],
  "xyz": [[1.205, 0.712, -2.727], [1.381, 1.663, -2.808], [-0.721, -0.381, 0.187], [-0.393, 0.786, -0.432], [-0.148, -0.473, 1.633], [-0.348, -1.270, -0.357], [-1.825, -0.414, 0.275], [0.847, 0.728, -1.799], [0.426, 0.437, 1.826], [0.527, -1.313, 1.830], [-0.952, -0.475, 2.373]],
  "lumo_energy_ha": 0.1746,
  "homo_energy_ha": -0.094,
  "total_charge": -1,
  "orbital_gap_ev": 7.32,
  "multiplicity": 1
}

***

Taking the most stable structure as the zero point, the relative energies in kcal/mol are a 10.4; b 2.8; c 0.0; d 7.2.

***

a.
{
  "formula": "C2H7O2",
  "method": "ωB97M-V/def2-TZVPD",
  "elements": ["C", "O", "C", "H", "H", "H", "H", "H", "H", "H", "O"],
  "xyz": [[-0.463, -0.120, -0.815], [0.632, 0.644, -1.011], [-1.178, 0.198, 0.501], [-1.260, -0.079, -1.597], [-0.215, -1.216, -0.820], [-2.164, -0.272, 0.607], [-0.587, -0.085, 1.375], [-1.282, 1.289, 0.533], [1.703, 0.375, -0.030], [2.438, -0.833, 0.527], [2.376, 0.099, 0.730]],
  "lumo_energy_ha": 0.1734,
  "homo_energy_ha": -0.113,
  "total_charge": -1,
  "orbital_gap_ev": 7.79,
  "multiplicity": 1
}

***

b.
{
  "formula": "C2H7O2",
  "method": "ωB97M-V/def2-TZVPD",
  "elements": ["C", "O", "C", "H", "H", "H", "H", "H", "H", "H", "O"],
  "xyz": [[0.358, 0.406, -0.394], [0.002, -0.897, -0.167], [1.176, 0.573, -1.704], [0.939, 0.752, 0.460], [-0.587, 1.013, -0.371], [1.542, 1.561, -2.055], [0.579, 0.251, -2.537], [2.070, -0.080, -1.652], [-0.959, -0.370, 1.084], [-1.280, 0.620, 2.410], [-1.440, -0.306, 2.073]],
  "lumo_energy_ha": 0.1685,
  "homo_energy_ha": -0.101,
  "total_charge": -1,
  "orbital_gap_ev": 7.34,
  "multiplicity": 1
}

***

Taking the most stable structure as the zero point, the relative energies in kcal/mol are a 0.0; b 11.7.